# 1
{"formula": "C5H8O2S", "method": "ωB97M-V with the def2-TZVPD basis set", "total_energy_ha": -743.821944, "e_above_lowest_ev": 4.502, "lumo_ev": -0.51, "elements": ["C", "C", "C", "O", "C", "S", "C", "O", "H", "H", "H", "H", "H", "H", "H", "H"], "coordinates": [[-1.717, 0.513, -0.344], [-0.361, -0.153, -0.040], [0.798, 0.836, 0.326], [0.957, 1.848, -0.606], [1.991, 0.067, 0.594], [3.041, -0.450, -0.541], [-0.424, -1.598, 0.178], [-0.194, -1.123, -1.116], [-1.690, 1.566, -0.949], [-2.414, -0.181, -0.892], [-2.363, 0.519, 0.710], [0.367, 1.122, 1.408], [0.775, 1.090, -1.510], [2.208, -0.104, 1.704], [-1.423, -2.004, 0.370], [0.449, -1.947, 0.710]], "nbo_charge": [-0.654, 0.168, -0.027, -0.661, -0.289, 0.094, -0.101, -0.501, 0.249, 0.235, 0.213, 0.192, 0.489, 0.207, 0.192, 0.195]}



# 2
{"formula": "C5H8O2S", "method": "ωB97M-V with the def2-TZVPD basis set", "total_energy_ha": -743.882145, "e_above_lowest_ev": 2.864, "lumo_ev": 0.41, "elements": ["O", "C", "C", "C", "O", "C", "C", "S", "H", "H", "H", "H", "H", "H", "H", "H"], "coordinates": [[-1.477, -0.658, -2.031], [-0.831, 0.236, -1.488], [-0.239, -0.020, -0.300], [-0.688, -1.399, 0.272], [-0.231, -1.475, 1.602], [-0.600, 1.130, 0.787], [0.872, 1.639, 0.979], [1.573, 0.330, -0.132], [-0.955, 1.230, -1.964], [-1.769, -1.388, 0.206], [-0.471, -2.311, -0.432], [0.633, -2.163, 1.393], [-1.241, 2.031, 0.326], [-1.039, 0.728, 1.717], [1.161, 1.441, 2.059], [1.090, 2.714, 0.750]], "nbo_charge": [-0.529, 0.379, -0.277, -0.084, -0.713, -0.386, -0.507, 0.199, 0.144, 0.193, 0.198, 0.482, 0.213, 0.247, 0.219, 0.222]}



# 3
{"formula": "C5H8O2S", "method": "ωB97M-V with the def2-TZVPD basis set", "total_energy_ha": -743.914208, "e_above_lowest_ev": 1.992, "lumo_ev": -0.13, "elements": ["C", "C", "C", "O", "C", "C", "O", "S", "H", "H", "H", "H", "H", "H", "H", "H"], "coordinates": [[-2.398, 0.772, -0.077], [-1.250, -0.244, 0.182], [-0.007, -0.082, -0.220], [0.875, -1.133, -0.096], [1.667, -1.227, 1.054], [0.630, 0.954, -1.076], [1.819, 0.589, -1.536], [0.051, 2.436, -1.455], [-2.259, 1.705, 0.435], [-2.392, 1.124, -1.114], [-3.291, 0.204, 0.175], [-1.279, -1.155, 0.861], [2.139, -2.209, 1.153], [2.639, -0.542, 0.914], [1.111, -0.914, 1.978], [1.945, -0.278, -1.178]], "nbo_charge": [-0.660, -0.117, 0.138, -0.555, -0.261, 0.181, -0.628, -0.082, 0.245, 0.247, 0.218, 0.222, 0.206, 0.165, 0.193, 0.488]}